A structure of composition C4H8AsCl8F6NiO4PY in a non-equilibrium geometry. Source: the OMol25 dataset; level of theory: ωB97M-V/def2-TZVPD.

Structure (XYZ):
```
34
Properties=species:S:1:pos:R:3:forces:R:3
Y 0.17791 2.11122 1.44088 0.93 -0.67 0.28
Ni 1.66297 -1.17726 2.18879 -0.57 0.79 -0.50
P 1.31600 1.02200 3.60449 2.54 -1.12 0.29
O 0.93450 2.48365 3.48697 -1.25 0.68 0.45
O 1.89509 0.81402 2.12419 7.08 1.90 -3.27
O 0.26501 0.23000 2.70049 -7.11 -2.19 3.26
O 2.13825 0.31828 4.61509 -1.57 0.65 -0.65
As -0.03529 -0.08698 -1.04933 0.16 -1.46 -2.40
F 0.98952 -0.62684 -2.34267 -0.43 0.75 1.38
F 0.88508 -0.99963 0.16775 -0.22 0.08 -0.40
F -1.01687 0.51458 0.32669 -0.29 0.32 0.08
F -0.90795 0.98765 -2.10048 0.58 -0.50 0.89
F -1.10368 -1.40865 -1.31196 0.30 0.72 0.52
F 1.03418 1.29741 -0.57024 -0.29 0.02 -0.11
C -2.34742 -3.42821 1.21702 -0.38 -0.46 -1.02
Cl -1.33588 -4.86468 1.22166 0.01 -0.25 0.00
Cl -1.65554 -2.17789 2.19104 0.34 0.86 0.72
H -2.38529 -3.05784 0.19596 -0.02 -0.05 0.05
H -3.35419 -3.66698 1.54609 0.15 -0.04 0.23
C 1.20400 -4.43753 -1.66679 0.29 -0.12 0.30
Cl 2.33215 -3.78729 -0.41981 -0.18 -0.16 0.02
Cl 0.78648 -6.14213 -1.38351 0.18 0.62 -0.13
H 0.31360 -3.82051 -1.64630 -0.06 -0.13 0.02
H 1.75473 -4.33374 -2.59372 -0.18 -0.18 -0.09
C -3.72322 1.68468 -2.78544 -0.68 -0.24 -0.17
Cl -5.26386 1.72025 -3.65680 0.12 0.15 -0.08
Cl -4.02902 2.03935 -1.04950 0.49 -0.09 -0.35
H -3.34941 0.67646 -2.91654 0.17 0.05 0.40
H -3.04584 2.40847 -3.22251 -0.06 0.14 0.24
C 3.16614 5.20852 0.22454 -0.16 1.03 -0.54
Cl 2.52618 3.58285 0.64260 0.18 -0.31 -0.02
Cl 3.98766 5.97193 1.54796 0.01 -0.10 0.17
H 3.84117 5.10927 -0.62069 0.07 -0.49 0.18
H 2.34286 5.83557 -0.10590 -0.16 -0.17 0.24
```
Positions in Å, forces in eV/Å.

The LUMO energy (spin up / spin down) is -4.86 / -5.10 eV. As for the expectation value of S²: 2.009. The spin multiplicity is 3. The HOMO-LUMO gap (spin up / spin down) is 8.24 / 7.26 eV. As for the total charge: +1. As for the energy above the lowest of the compared OMol25 structures with the same formula, charge and spin: 14.4 kcal/mol.